A structure of composition C26H48F10N16O33S3 in a non-equilibrium geometry, computed with ωB97M-V/def2-TZVPD.

Geometry as XYZ:
```
136
Properties=species:S:1:pos:R:3:lowdin_charge:R:1
C 2.6231 2.9988 2.5147 -0.072
C 1.6358 3.8672 1.6728 -0.191
C 0.1936 3.3760 1.8192 -0.097
C -0.3411 2.2572 1.0541 -0.135
S 0.6961 1.3316 -0.0881 0.792
O 0.4685 -0.0863 -0.0243 -0.277
O 2.0987 1.5597 0.1007 -0.245
C 0.3395 2.0132 -1.8064 -0.420
F 1.2740 2.9877 -1.9787 0.092
F -0.8404 2.6309 -1.8854 0.139
C 0.5800 0.9747 -2.9561 -0.531
F 0.9878 1.6929 -4.0417 0.116
F -0.5483 0.3846 -3.3382 0.179
F 1.5446 0.1049 -2.6997 0.195
C -1.6734 1.9120 1.2145 -0.172
S -2.5462 0.6165 0.3154 0.790
O -3.8620 1.1324 0.0670 -0.250
O -1.9592 0.2973 -0.9563 -0.274
C -2.8283 -0.9061 1.3694 -0.439
F -2.9200 -2.0148 0.6264 0.141
F -4.0491 -0.7468 1.9256 0.112
C -1.8561 -1.1134 2.5641 -0.542
F -1.9313 -0.1382 3.4723 0.186
F -2.2919 -2.2300 3.2050 0.147
F -0.6012 -1.3544 2.2086 0.174
C -2.4571 2.6317 2.1657 -0.306
N -3.7264 2.4233 2.4863 -0.234
S -4.2033 3.4375 3.6270 1.095
N -2.7960 4.2572 3.8291 -0.181
C -1.9449 3.7343 2.9855 -0.279
C -0.5716 4.0657 2.7244 -0.180
O -0.0288 5.1119 3.4411 0.061
H 3.1156 3.5702 3.3122 0.078
H 3.4162 2.6257 1.8519 0.029
H 2.1143 2.1074 2.9148 0.083
H 1.8761 3.8880 0.6011 0.099
H 1.7122 4.9034 2.0050 0.072
H 0.2948 4.7003 4.2578 0.136
C 0.3230 5.8549 -2.6208 0.033
N -0.1640 5.9004 -1.2185 -0.429
O 0.6371 6.1844 -0.3500 0.054
O -1.3348 5.6433 -1.0356 0.075
H 1.3803 6.0992 -2.6279 0.090
H 0.1575 4.8488 -2.9909 0.074
H -0.2474 6.5797 -3.1929 0.090
C 0.3635 -4.0738 1.4188 0.024
N 1.4490 -5.0724 1.2517 -0.436
O 2.5399 -4.8029 1.7037 0.080
O 1.1648 -6.1030 0.6674 0.040
H 0.7573 -3.2173 1.9500 0.088
H 0.0251 -3.7886 0.4246 0.108
H -0.4322 -4.5472 1.9842 0.054
C -4.6070 -4.1842 1.8975 0.036
N -5.8244 -5.0349 1.7974 -0.451
O -6.0985 -5.7387 2.7477 0.066
O -6.4592 -4.9627 0.7661 0.066
H -4.1444 -4.3513 2.8651 0.088
H -3.9375 -4.4755 1.0931 0.101
H -4.9215 -3.1511 1.7916 0.085
C 2.9098 8.1468 2.7061 0.058
N 3.9392 7.0862 2.5413 -0.430
O 5.0625 7.3152 2.9350 0.075
O 3.5712 6.0562 2.0094 0.053
H 3.3674 9.0080 3.1808 0.098
H 2.5467 8.3974 1.7154 0.067
H 2.1138 7.7413 3.3257 0.101
C 2.2997 9.3550 -2.4839 0.057
N 1.7743 9.3405 -1.0923 -0.433
O 2.5549 9.5677 -0.1880 0.053
O 0.5977 9.0979 -0.9441 0.072
H 3.3594 9.5829 -2.4521 0.097
H 2.1275 8.3706 -2.9086 0.084
H 1.7542 10.1190 -3.0309 0.104
C -0.8731 -0.7732 -6.2930 0.053
N -0.2599 0.4089 -6.9563 -0.432
O -0.8643 1.4620 -6.9164 0.057
O 0.8128 0.2397 -7.4942 0.056
H -1.8203 -0.4734 -5.8580 0.097
H -1.0163 -1.5359 -7.0546 0.091
H -0.1823 -1.1114 -5.5256 0.099
C 7.1539 2.8076 0.2681 0.048
N 6.5575 2.7199 1.6279 -0.432
O 7.2926 2.8903 2.5763 0.080
O 5.3679 2.4828 1.6884 0.047
H 8.2122 3.0225 0.3672 0.093
H 6.9958 1.8499 -0.2200 0.100
H 6.6428 3.6070 -0.2613 0.101
C -0.1035 -7.0276 4.9472 0.070
N -1.1053 -6.0605 4.4286 -0.411
O -2.2584 -6.2067 4.7651 0.090
O -0.6954 -5.1779 3.6930 0.021
H -0.6105 -7.7456 5.5817 0.069
H 0.3521 -7.5198 4.0917 0.107
H 0.6329 -6.4652 5.5145 0.111
C 3.2646 1.7988 -5.5805 0.044
N 3.7555 3.1910 -5.7668 -0.446
O 4.8077 3.3448 -6.3494 0.071
O 3.0608 4.0817 -5.3179 0.052
H 3.9778 1.1145 -6.0265 0.102
H 3.1767 1.6238 -4.5117 0.088
H 2.2985 1.7239 -6.0721 0.074
C -1.6329 4.5702 -7.1153 0.042
N -2.0934 5.4798 -6.0342 -0.438
O -1.3821 5.5601 -5.0507 0.049
O -3.1365 6.0692 -6.2054 0.080
H -0.6956 4.1210 -6.8085 0.081
H -2.3977 3.8114 -7.2523 0.097
H -1.5024 5.1637 -8.0162 0.103
C 1.3778 -7.7821 -2.1712 0.030
N 1.5469 -8.3059 -3.5542 -0.457
O 1.1865 -9.4440 -3.7731 0.064
O 2.0364 -7.5517 -4.3697 0.058
H 0.9331 -8.5571 -1.5575 0.094
H 2.3619 -7.5122 -1.7995 0.099
H 0.7289 -6.9131 -2.2269 0.096
C -3.7669 -8.2852 7.4918 0.031
N -2.3311 -8.6704 7.4830 -0.439
O -1.5481 -7.9215 8.0372 0.055
O -2.0396 -9.7067 6.9206 0.057
H -3.8703 -7.3528 8.0177 0.063
H -4.0777 -8.1831 6.4537 0.106
H -4.3146 -9.0716 7.9887 0.075
C -6.5566 -7.7225 11.1281 0.055
N -5.4515 -7.8576 10.1420 -0.414
O -4.9937 -8.9720 9.9631 0.059
O -5.0881 -6.8374 9.5872 0.059
H -6.7742 -8.7015 11.5403 0.096
H -6.2198 -7.0402 11.9035 0.103
H -7.4181 -7.3224 10.6004 0.103
C 2.1141 -2.7172 -10.5238 0.046
N 1.5951 -2.6259 -9.1327 -0.449
O 2.3677 -2.2868 -8.2656 0.069
O 0.4216 -2.8997 -8.9661 0.049
H 3.1641 -2.4469 -10.5198 0.094
H 1.9781 -3.7424 -10.8565 0.101
H 1.5375 -2.0271 -11.1335 0.101
```

Computed properties:
Gap between HOMO and LUMO = 0.281 Ha
HOMO = -9.8 eV
M = 1398.9 g/mol
Electronic energy = -6570.29269 Eh
LUMO energy = -2.2 eV

***

A cluster of 2 separate species, C6H9N in total, computed with ωB97M-V/def2-TZVPD.

Geometry as XYZ:
```
16
Properties=species:S:1:pos:R:3:nbo_charge:R:1
C -1.6884 0.6632 -1.5446 -0.284
C -0.7652 0.2603 -0.6677 0.067
C -0.1830 1.0101 0.4524 -0.228
C 0.6659 0.1744 1.0815 -0.064
C 1.4636 0.3763 2.3298 -0.637
C 0.6105 -1.0805 0.3030 0.076
N -0.2083 -1.0483 -0.6921 -0.425
H -2.0592 -0.0142 -2.3056 0.220
H -2.0943 1.6695 -1.5196 0.201
H -0.4265 2.0333 0.7122 0.221
H 2.5201 0.1219 2.1875 0.222
H 1.0797 -0.2687 3.1291 0.224
H 1.4037 1.4118 2.6757 0.223
H 1.2043 -1.9692 0.5179 0.192
H -0.8828 -1.6463 -3.6807 -0.039
H -0.6399 -1.6935 -2.9787 0.030
```

Computed properties:
Gap between HOMO and LUMO = 0.337 Ha
Energy above the lowest of the compared OMol25 structures with the same formula, charge and spin = 50.1 kcal/mol
HOMO = -9.3 eV
M = 95.1 g/mol
Electronic energy = -288.70219 Eh
LUMO energy = -0.1 eV
SMILES = C=C1C=C(C)C=N1.[H][H]

***

A cluster of 10 separate species, C40H109N9O11 in total in a non-equilibrium geometry, computed with ωB97M-V/def2-TZVPD.

Geometry as XYZ:
```
169
Properties=species:S:1:pos:R:3:lowdin_charge:R:1
C 8.5444 -1.5290 -0.6905 -0.126
O 7.1790 -1.5118 -0.5172 -0.167
C 6.4158 -0.7836 -1.4279 -0.225
C 4.9253 -0.8468 -1.0198 -0.412
C 4.4326 -2.2545 -1.2084 -0.057
N 4.1019 0.0087 -1.8993 0.047
H 8.9560 -0.5288 -0.8472 0.073
H 8.8340 -2.1421 -1.5466 0.091
H 9.0728 -1.9080 0.1843 0.092
H 6.7581 0.2509 -1.3313 0.103
H 6.4708 -0.9785 -2.5021 0.128
H 4.9403 -0.5427 0.0274 0.139
H 3.3488 -2.1774 -1.2861 0.053
H 4.8156 -2.8180 -0.3580 0.086
H 4.8546 -2.5919 -2.1556 0.088
H 4.4149 -0.1174 -2.8532 0.091
H 4.1577 1.0121 -1.7486 0.023
C -4.0905 5.5466 0.6776 -0.082
O -3.8130 4.3468 -0.0894 -0.211
C -4.7054 3.3058 0.0510 -0.225
C -4.0588 1.9750 -0.4634 -0.425
C -3.9066 2.0209 -1.9836 -0.045
N -4.9237 0.8789 -0.0780 0.048
H -3.2633 6.2566 0.6904 0.078
H -4.3071 5.3150 1.7215 0.081
H -4.9065 6.1440 0.2670 0.084
H -4.9903 3.0941 1.0855 0.113
H -5.6313 3.5875 -0.4556 0.128
H -3.0152 1.9732 -0.1391 0.112
H -4.7413 2.4565 -2.5355 0.086
H -3.8206 1.0132 -2.3919 0.062
H -3.0678 2.6860 -2.1875 0.054
H -4.4340 0.0556 -0.4148 0.008
H -4.9176 0.7657 0.9282 0.065
C -1.4765 4.7780 -2.2666 -0.091
O -1.6044 4.3072 -3.6169 -0.191
C -0.6193 3.3462 -3.9568 -0.201
C 0.8276 3.9644 -3.9561 -0.400
C 0.9933 4.7810 -5.2279 -0.081
N 1.8264 2.8961 -4.0930 0.027
H -0.8051 5.6383 -2.2261 0.083
H -1.0285 3.9716 -1.6848 0.089
H -2.4441 5.1417 -1.9257 0.077
H -0.5174 2.4111 -3.3994 0.097
H -0.9565 2.9938 -4.9328 0.124
H 1.1497 4.5384 -3.0882 0.128
H 1.9066 5.3695 -5.3177 0.072
H 0.1448 5.4624 -5.3095 0.076
H 0.9738 4.1484 -6.1163 0.075
H 1.6578 2.2352 -3.3446 0.020
H 1.9405 2.3627 -4.9426 0.070
C -4.9612 -4.0705 -3.7522 -0.095
O -3.9079 -3.1769 -3.4838 -0.254
C -2.9838 -2.9772 -4.5739 -0.157
C -2.3021 -1.6600 -4.2879 -0.432
C -2.7892 -0.4525 -5.0955 -0.046
N -0.8807 -1.7521 -4.6587 0.036
H -5.7106 -3.4111 -4.1933 0.097
H -5.1968 -4.4644 -2.7631 0.077
H -4.8113 -4.9250 -4.4137 0.092
H -2.2312 -3.7675 -4.5617 0.121
H -3.4420 -2.9913 -5.5643 0.128
H -2.3810 -1.5279 -3.2073 0.100
H -2.7802 -0.6655 -6.1643 0.081
H -2.1260 0.3995 -4.9460 0.064
H -3.7946 -0.1997 -4.7566 0.078
H -0.4073 -0.9046 -4.3723 0.055
H -0.3569 -2.4555 -4.1519 0.052
C 8.3354 2.6619 0.2818 -0.096
O 7.2422 3.4002 -0.2675 -0.167
C 5.9933 3.0095 0.2148 -0.207
C 4.7897 3.5940 -0.5788 -0.405
C 3.4290 3.4447 0.0645 -0.046
N 4.8020 2.8712 -1.8505 0.024
H 8.4122 1.6297 -0.0651 0.061
H 8.4117 2.6273 1.3704 0.089
H 9.3291 3.0375 0.0347 0.086
H 5.9324 1.9192 0.2087 0.115
H 5.9090 3.3872 1.2368 0.126
H 4.9753 4.6251 -0.8860 0.140
H 3.5714 3.8112 1.0830 0.077
H 3.1053 2.4064 0.1320 0.069
H 2.6951 4.0917 -0.4139 0.086
H 4.3394 3.4210 -2.5660 0.075
H 5.7518 3.0609 -2.1541 0.079
C 1.8503 -8.1646 -1.1874 -0.141
O 1.0858 -7.0285 -0.9580 -0.180
C 1.7498 -5.8596 -1.4311 -0.188
C 0.9638 -4.5609 -1.1229 -0.352
C 0.4040 -4.2566 0.3218 -0.036
N -0.1998 -4.5308 -2.0514 0.053
H 1.7673 -8.4538 -2.2375 0.089
H 1.5832 -9.0501 -0.6099 0.087
H 2.9114 -8.0653 -0.9478 0.085
H 2.7499 -5.8216 -0.9947 0.119
H 1.8783 -5.9412 -2.5121 0.125
H 1.6007 -3.7087 -1.3629 0.102
H -0.0921 -5.1471 0.7116 0.076
H -0.4291 -3.5516 0.3198 0.042
H 1.0805 -3.8456 1.0711 0.059
H -0.7655 -3.8475 -1.5647 0.027
H -0.6771 -5.4126 -1.9086 0.070
C 0.1419 2.5515 1.7476 -0.153
O 0.4161 3.8841 1.7269 -0.185
C -0.6644 4.5952 2.3904 -0.149
C -0.0371 5.7669 3.1937 -0.406
C 1.1469 5.4187 4.1233 -0.052
N -1.0210 6.6023 3.8953 0.019
H -0.8661 2.1770 1.5596 0.090
H 0.4191 2.2105 2.7495 0.090
H 0.8794 2.0763 1.0985 0.077
H -1.4436 4.8623 1.6758 0.111
H -1.1625 3.9608 3.1278 0.120
H 0.3258 6.4618 2.4340 0.124
H 1.7725 4.7743 3.5016 0.060
H 0.8929 4.7438 4.9419 0.076
H 1.8119 6.2138 4.4570 0.076
H -0.9161 6.7473 4.8912 0.061
H -1.9230 6.1437 3.9570 0.053
C -4.7456 -6.1902 0.1225 -0.106
O -4.5136 -4.8233 0.3913 -0.183
C -3.3838 -4.2958 -0.3038 -0.190
C -3.1857 -2.7503 -0.2207 -0.420
C -3.2023 -2.3552 1.2421 -0.064
N -4.1021 -1.8791 -0.9294 0.056
H -4.7421 -6.5081 -0.9208 0.085
H -5.7831 -6.3128 0.4364 0.088
H -4.0942 -6.7398 0.8031 0.092
H -2.4550 -4.7298 0.0743 0.101
H -3.3959 -4.6006 -1.3526 0.099
H -2.2190 -2.4208 -0.6060 0.097
H -4.1819 -2.4566 1.7105 0.084
H -2.8645 -1.3185 1.2754 0.063
H -2.5563 -2.9426 1.8963 0.078
H -4.2426 -2.1646 -1.8938 0.052
H -5.0207 -2.1851 -0.6229 0.095
C -4.1108 -1.6956 9.5518 -0.116
O -2.9045 -1.5564 8.8375 -0.205
C -2.9452 -2.2249 7.5926 -0.207
C -2.0686 -1.3601 6.6272 -0.180
N -0.5987 -1.5658 6.7799 -0.065
C 0.2591 -0.7363 5.9060 -0.195
C -0.0887 -0.9171 4.4362 -0.274
O 0.8698 -0.3825 3.5754 -0.178
C 0.9041 -1.0758 2.3092 -0.076
H -4.1346 -2.6995 9.9831 0.084
H -4.9846 -1.5932 8.9073 0.083
H -4.1074 -1.0316 10.4155 0.088
H -3.9600 -2.2039 7.1919 0.109
H -2.5842 -3.2462 7.7212 0.124
H -2.3609 -0.3233 6.8048 0.119
H -2.2529 -1.6105 5.5824 0.097
H -0.3267 -1.1666 7.6696 0.098
H 1.2540 -1.1505 6.0704 0.122
H 0.2234 0.3179 6.1877 0.118
H -1.0761 -0.5291 4.1702 0.114
H -0.2956 -1.9789 4.2761 0.117
H 0.0502 -0.6670 1.7657 0.075
H 0.7611 -2.1483 2.4458 0.067
H 1.8171 -0.9441 1.7302 0.084
C -0.7334 0.0628 -1.2535 -0.056
C 0.7527 -0.1304 -1.1422 -0.280
O 1.4004 0.9347 -1.8538 -0.140
H -0.9384 1.1260 -1.1233 0.069
H -1.3349 -0.4070 -0.4732 0.056
H -1.1264 -0.3611 -2.1769 0.051
H 1.1485 -0.9283 -1.7735 0.107
H 1.0465 -0.1209 -0.0933 0.071
H 2.3403 0.7372 -1.7520 0.012
```

Computed properties:
Gap between HOMO and LUMO = 0.328 Ha
Energy above the lowest of the compared OMol25 structures with the same formula, charge and spin = 92.1 kcal/mol
HOMO = -8.4 eV
M = 892.4 g/mol
Electronic energy = -2909.51292 Eh
LUMO energy = 0.6 eV
SMILES = COC[C@H](C)N.COC[C@H](C)N.COC[C@H](C)N.COC[C@H](C)N.COC[C@H](C)N.COC[C@H](C)N.COC[C@H](C)N.COC[C@H](C)N.COCCNCCOC.CCO